{
  "formula": "C16H11N5O5S3Zr",
  "method": "ωB97M-V/def2-TZVPD",
  "elements": ["N", "H", "H", "S", "H", "H", "C", "C", "C", "C", "H", "H", "N", "C", "C", "S", "H", "H", "N", "H", "C", "C", "N", "C", "O", "S", "Zr", "O", "C", "C", "H", "O", "N", "O", "C", "C", "C", "C", "O", "C", "H"],
  "positions_angstrom": [[-4.761874, -5.085741, -2.055958], [3.234433, 2.820610, 2.297812], [1.726516, 3.718377, 4.172439], [1.156272, 1.085375, -1.749696], [-1.138082, -3.149884, 1.058026], [0.218344, 4.527823, 3.707646], [0.072539, 2.806490, 0.090118], [2.233241, -1.378480, 0.652019], [-2.033145, -3.276626, -3.208400], [0.875978, -2.980482, 1.824805], [2.916599, -2.528814, 2.318776], [-0.768626, 2.879513, -0.580547], [-2.725232, 0.930901, -0.520316], [-0.165231, -2.682989, 0.973997], [-2.003804, -4.361339, -4.133882], [-2.990974, -2.093465, -0.907954], [-0.775515, 4.108166, 1.553261], [0.752994, -3.729665, 2.592575], [-0.027895, -1.790907, -0.008214], [3.166709, -0.861609, 0.481514], [0.093258, 3.526613, 1.272260], [-2.925502, -3.282501, -2.185530], [1.134789, -0.462223, -1.384238], [-3.924860, -4.298900, -2.111816], [-3.524914, 1.649471, -0.000203], [-0.840253, -2.019626, -3.507969], [-1.070889, -0.547938, -1.546230], [2.223261, 1.452538, -2.611502], [2.340639, 2.800143, 1.686678], [2.333376, 2.076088, 0.509766], [3.216440, 1.543154, 0.178469], [-1.761720, 0.387066, 0.139958], [-1.928841, -5.242611, -4.870170], [-0.226048, 1.227451, -2.315779], [1.153238, -1.169764, -0.201347], [1.182025, 2.052673, -0.265736], [2.084056, -2.305146, 1.664604], [1.214376, 3.513575, 2.097342], [-2.742475, 0.638175, -1.751530], [1.228809, 4.284471, 3.385838], [1.777986, 5.220038, 3.259116]],
  "forces_ev_per_angstrom": [[0.08, 0.02, 0.06], [0.00, -0.03, 0.00], [-0.03, 0.00, 0.02], [1.08, 0.26, 0.44], [-0.02, 0.01, -0.06], [0.01, 0.00, 0.04], [0.11, 0.07, -0.07], [0.00, 0.11, -0.22], [-0.13, 0.08, 0.10], [0.12, 0.04, 0.00], [0.00, 0.04, 0.01], [-0.15, -0.09, 0.02], [-1.77, 1.80, 0.93], [-0.22, -0.04, 0.07], [-0.01, -0.28, -0.24], [-0.32, -0.88, -0.27], [0.00, 0.00, 0.01], [-0.03, 0.02, 0.01], [0.92, 0.25, 0.24], [0.00, -0.05, -0.03], [0.07, -0.04, 0.02], [0.28, 0.36, 0.04], [-0.07, 0.86, -0.25], [-0.21, -0.32, -0.08], [0.47, -0.45, -0.29], [-0.34, -0.43, -0.03], [1.38, -3.96, -2.14], [-0.04, 0.04, 0.01], [-0.02, -0.01, 0.01], [0.13, -0.18, -0.08], [0.01, 0.03, 0.05], [-0.67, 0.68, 1.58], [-0.03, 0.09, 0.03], [0.51, 1.00, -0.32], [0.49, -0.63, 0.84], [-0.18, 0.07, -0.31], [-0.11, -0.07, 0.04], [-0.05, 0.01, -0.02], [-1.27, 1.54, -0.11], [0.07, 0.04, -0.07], [-0.02, 0.00, 0.02]],
  "lumo_energy_ha": -0.039,
  "de_lowest_ev": 0.9464,
  "gap_ev": 7.111,
  "charge": 0
}

{
  "formula": "C16H12BBr2Cl4OZn",
  "method": "ωB97M-V/def2-TZVPD",
  "elements": ["C", "H", "C", "H", "C", "C", "C", "H", "C", "Cl", "C", "C", "H", "H", "H", "H", "C", "C", "H", "Cl", "H", "C", "Cl", "Br", "C", "H", "Cl", "C", "O", "C", "C", "B", "H", "H", "Br", "C", "Zn"],
  "positions_angstrom": [[-1.666465, -0.960433, -2.980645], [-1.099052, -3.922808, 2.361635], [0.100382, 1.224589, -2.868149], [1.291039, 2.400416, 2.562346], [-1.802105, -0.909468, 3.858004], [-0.065951, -2.069745, 1.921870], [-1.261108, 1.445504, -3.001055], [1.671402, 0.210424, 0.985310], [1.974031, -0.306856, -2.348389], [5.106846, 2.067361, -2.826958], [0.590356, -0.100924, -2.677339], [0.925800, 0.337196, 1.764676], [0.090211, -2.195143, -2.733057], [0.811958, 2.053066, -2.853941], [-2.660475, -2.890736, 4.013540], [-2.368670, -1.772586, -3.086883], [-0.369024, 1.192380, 3.452583], [-1.018336, -2.853067, 2.589979], [0.594818, -2.509517, 1.159398], [4.846951, -0.516024, -1.158633], [2.355986, -1.306280, -2.069650], [0.712142, 1.474521, 2.560532], [4.519730, -0.608079, -4.264597], [-1.747107, 4.694700, 3.090120], [-0.841894, -0.134611, 3.209359], [-0.689921, 1.767076, 4.327017], [-3.798999, 0.643347, -3.358437], [-2.142597, 0.352567, -3.070236], [2.802248, 0.656559, -2.586495], [-0.306587, -1.191319, -2.806510], [-1.900033, -2.267192, 3.527631], [4.273184, 0.448855, -2.696573], [-1.643423, 2.461187, -3.078825], [-2.412446, -0.449375, 4.657622], [-2.936730, 1.405114, 0.394261], [0.032373, -0.697887, 2.187558], [-1.968536, 2.827206, 1.842917]],
  "forces_ev_per_angstrom": [[0.29, 0.25, -0.29], [0.04, 0.43, 0.11], [-0.05, -0.48, 0.41], [-0.16, -0.33, -0.10], [-0.20, -0.76, 0.16], [-0.41, -0.51, -0.31], [0.26, -0.09, -0.22], [0.04, 0.12, 0.16], [0.92, 1.13, -1.75], [-0.29, -0.22, 0.00], [-0.61, 0.37, 0.06], [0.11, -0.09, 0.03], [-0.15, -0.08, 0.08], [-0.33, -0.25, 0.11], [0.34, 0.22, -0.15], [0.03, -0.11, 0.06], [-1.11, 0.84, -0.09], [0.28, 0.42, -0.50], [-0.25, 0.00, 0.41], [-0.28, 0.37, -0.71], [-0.05, 0.60, 0.09], [-0.50, -0.56, -0.13], [-0.12, 0.38, 0.61], [-0.07, 0.49, 0.03], [1.34, 0.29, -0.32], [0.27, 0.01, -0.39], [-0.26, -0.01, 0.08], [1.11, 0.01, 0.03], [-1.91, -1.41, 0.72], [0.13, 0.73, 0.66], [-0.15, 0.42, 0.33], [1.24, -0.88, 0.26], [0.02, -0.29, 0.00], [0.22, -0.42, -0.55], [-0.19, -0.08, -0.42], [-0.54, 0.52, 0.61], [0.96, -1.04, 0.90]],
  "lumo_energy_ha": -0.003,
  "gap_ev": 3.409,
  "charge": -1
}

{
  "formula": "C16H12Cl2N6O4S3",
  "method": "ωB97M-V/def2-TZVPD",
  "elements": ["C", "N", "Cl", "N", "C", "C", "H", "N", "C", "C", "O", "C", "H", "Cl", "N", "C", "H", "C", "H", "C", "H", "H", "C", "N", "H", "O", "H", "N", "H", "C", "S", "C", "H", "C", "C", "C", "S", "H", "C", "S", "H", "O", "O"],
  "positions_angstrom": [[3.052350, -2.550366, -1.197074], [-1.543520, 2.959798, 2.376873], [5.227005, -2.400600, 2.471660], [-1.427792, -1.936594, 4.521003], [0.200338, -0.681650, -3.349599], [-1.142289, -1.341037, 2.378262], [-1.677870, 0.532773, -2.954059], [-2.405223, -1.805217, 2.648004], [4.415472, -2.387577, 0.901135], [-1.194298, 1.649104, 2.548568], [-0.152115, 1.205413, -1.631004], [-3.502786, -2.160145, 1.665205], [4.717286, -2.491042, -2.485835], [6.890492, -2.319757, -0.588091], [-2.554773, -1.998365, 4.034195], [-1.451179, 4.524588, 0.461819], [-0.405655, 1.614546, -3.710849], [-0.847626, 3.476062, -1.573760], [-1.268669, 5.556183, -1.447565], [-0.550527, 0.730467, -2.983848], [-1.870425, 5.357153, 1.074098], [-0.661945, 3.591260, -2.639744], [-1.333801, 3.339356, 1.043864], [1.287783, -0.870261, -2.517696], [-1.140003, 1.061799, 3.535052], [-0.372560, -1.532530, -4.063729], [-4.440888, -1.468705, 1.732965], [-0.527964, -1.414038, 3.556326], [-3.073177, -2.151242, 0.665498], [-0.741878, 1.079719, 1.354183], [2.667940, -2.497178, 0.523328], [-0.645676, 2.272492, -0.974909], [-1.647610, 3.625292, 3.208786], [-0.877801, 2.220183, 0.353904], [4.372769, -2.395443, -1.499803], [5.160488, -2.332184, -0.323877], [1.578486, -2.486510, -2.187721], [1.254652, -0.208879, -1.782306], [-1.236160, 4.649034, -0.894908], [-0.570877, -0.610133, 0.868879], [-3.778356, -3.176839, 1.770986], [1.803185, -3.301355, -3.432910], [0.415201, -2.927574, -1.455308]],
  "forces_ev_per_angstrom": [[-1.44, 1.07, 1.19], [-0.12, 1.53, 1.66], [-1.21, 0.00, -1.42], [2.68, 2.46, -0.80], [-3.74, -0.59, -0.66], [-1.19, -1.05, 3.05], [1.62, -0.05, -0.13], [-1.99, 0.54, -0.91], [1.17, 0.13, -2.03], [1.46, -2.66, 0.11], [0.93, -2.58, -1.30], [-0.23, 2.08, 0.62], [0.65, 0.22, -1.08], [-0.68, 0.08, 0.79], [-1.52, -1.70, -3.35], [-1.67, 4.21, -0.17], [0.15, -1.75, 0.78], [-0.06, 1.91, -1.67], [-0.28, 0.64, -0.09], [-1.07, 1.30, -0.05], [0.61, -0.45, -0.64], [0.03, -0.19, 0.09], [0.63, -2.76, 2.05], [0.31, -0.87, -2.03], [-0.49, 1.50, -1.51], [2.27, 3.25, 1.93], [1.95, -1.19, 0.00], [0.84, -0.42, 0.04], [0.11, 0.63, 0.04], [-1.67, 2.80, -0.06], [2.29, -0.03, -0.02], [-0.29, 0.74, -1.52], [0.21, -1.41, -2.08], [0.17, -3.17, 2.97], [-1.35, -0.58, 1.48], [-0.64, -0.29, 1.12], [-0.50, -4.53, -3.36], [0.41, 0.66, 1.36], [0.61, -1.96, 0.27], [0.06, -0.21, 0.59], [-0.42, -0.93, 0.75], [0.36, 3.14, 3.15], [1.02, 0.47, 0.86]],
  "lumo_energy_ha": -0.019,
  "gap_ev": 7.530,
  "smiles": "Cn1nnnc1Sc1c[nH]c2cccc(OCC(=O)NS(=O)(=O)c3cc(Cl)c(Cl)s3)c12",
  "charge": 0
}